Entry 1:
Formula: C4H4OS
Source: OMol25
Level of theory: ωB97M-V with the def2-TZVPD basis set

Geometry as ORCA input:
```
! wB97M-V def2-TZVPD RIJCOSX def2/J DEFGRID3
* xyz 0 1
C 1.961 1.748 0.814
C 0.785 -1.048 -1.445
C 2.589 1.336 -0.135
C -0.452 -0.819 -0.614
O 3.088 0.795 -1.113
S 2.171 -0.621 -1.949
H 1.559 2.295 1.662
H -0.193 -1.293 0.323
H -1.315 -1.238 -1.021
H -0.526 0.260 -0.431
*
```

Energy relative to the best compared isomer or geometry (same formula, charge and spin): 4.613 eV
E_tot: -628.06548 Eh
Gap between HOMO and LUMO: 8.23 eV

=====

Entry 2:
Formula: C16H17F6IMnN2O
Source: OMol25
Level of theory: ωB97M-V with the def2-TZVPD basis set

Geometry as ORCA input:
```
! wB97M-V def2-TZVPD RIJCOSX def2/J DEFGRID3
* xyz 0 6
C 0.400 0.240 2.568
C 0.771 2.395 1.041
H -0.300 0.436 3.389
H 1.349 0.764 2.735
H 0.607 -0.838 2.488
H 0.446 3.121 0.289
H 0.689 2.827 2.041
H 1.811 2.120 0.820
C -1.895 -1.846 1.520
C -2.913 -2.805 1.405
C -3.734 -2.779 0.277
C -3.523 -1.802 -0.689
H -1.260 -1.773 2.392
H -3.032 -3.534 2.201
H -4.532 -3.514 0.148
H -4.145 -1.724 -1.583
N -1.658 -0.936 0.555
C -2.473 -0.888 -0.533
C -2.193 0.188 -1.489
N -1.185 1.035 -1.148
C -0.934 2.107 -1.929
C -2.615 1.433 -3.515
C -1.616 2.325 -3.133
H -0.182 2.790 -1.558
H -1.341 3.189 -3.734
C -2.918 0.362 -2.676
H -3.692 -0.364 -2.918
H -3.152 1.557 -4.457
Mn -0.342 0.724 0.785
I -2.108 2.116 2.025
C 3.507 0.119 1.472
C 2.764 -0.358 0.244
O 1.442 -0.157 0.229
C 3.449 0.312 -1.037
F 4.819 0.236 -1.035
F 3.023 -0.200 -2.210
F 3.169 1.649 -1.057
C 3.054 -1.931 0.181
F 4.390 -2.238 0.298
F 2.448 -2.537 1.245
F 2.605 -2.533 -0.939
H 3.295 1.177 1.611
H 4.567 -0.039 1.352
H 3.135 -0.427 2.330
*
```

E_tot: -2852.42205 Eh
Gap between HOMO and LUMO (alpha / beta): 2.95 / 4.17 eV

=====

Entry 3:
Formula: C21H39I2N3O2Si2
Source: OMol25
Level of theory: ωB97M-V with the def2-TZVPD basis set

Geometry as ORCA input:
```
! wB97M-V def2-TZVPD RIJCOSX def2/J DEFGRID3
* xyz 0 1
C 6.458 -4.370 2.661
C 6.735 -3.195 1.715
O 6.165 -2.144 1.890
O 7.664 -3.437 0.748
C 7.500 -2.624 -0.411
C 6.523 -3.233 -1.442
C 5.098 -2.729 -1.272
C 4.039 -3.690 -1.258
C 2.758 -3.210 -1.125
C 1.597 -4.141 -1.134
I 0.976 -4.726 -3.100
C 0.989 -4.612 -0.052
C -0.158 -5.581 -0.007
I 1.723 -3.949 1.850
C 2.584 -1.799 -0.998
C 1.218 -1.178 -0.842
C 1.192 0.110 0.033
C 0.600 1.304 -0.806
C 0.380 -0.078 1.336
N 3.666 -1.065 -1.041
N 4.919 -1.448 -1.152
H 5.506 -4.849 2.416
H 7.306 -5.066 2.659
H 6.415 -3.931 3.665
H 8.481 -2.599 -0.906
H 7.244 -1.580 -0.207
H 6.860 -2.864 -2.425
H 6.565 -4.325 -1.490
H 4.243 -4.753 -1.355
H -0.923 -5.299 0.728
H 0.206 -6.591 0.236
H -0.680 -5.673 -0.967
H 0.875 -0.968 -1.870
H 0.517 -1.905 -0.417
H 2.190 0.453 0.357
H 1.144 2.218 -0.529
H 0.825 1.158 -1.874
H -0.475 1.402 -0.622
H 0.918 -0.827 1.939
H 0.467 0.865 1.891
H -0.658 -0.354 1.131
H 3.515 -0.058 -0.975
C -2.828 2.208 2.073
Si -4.308 3.136 1.345
C -4.480 4.735 2.340
C -5.830 2.062 1.682
N -4.022 3.395 -0.297
Si -5.101 4.193 -1.323
C -5.422 5.989 -0.823
C -6.770 3.315 -1.484
C -4.365 4.253 -3.069
H -2.980 2.017 3.143
H -2.700 1.247 1.569
H -1.913 2.797 1.961
H -4.447 4.524 3.417
H -5.428 5.237 2.140
H -3.663 5.421 2.108
H -5.808 1.160 1.066
H -6.758 2.600 1.482
H -5.857 1.750 2.734
H -6.034 6.057 0.077
H -5.958 6.519 -1.620
H -4.480 6.513 -0.647
H -6.627 2.253 -1.698
H -7.354 3.748 -2.305
H -7.369 3.412 -0.577
H -4.197 3.243 -3.450
H -3.417 4.795 -3.069
H -5.052 4.766 -3.752
*
```

E_tot: -2312.63651 Eh
Gap between HOMO and LUMO: 2.00 eV

=====

Entry 4:
Formula: C27H29AsMnN4OS3Te4
Source: OMol25
Level of theory: ωB97M-V with the def2-TZVPD basis set

Geometry as ORCA input:
```
! wB97M-V def2-TZVPD RIJCOSX def2/J DEFGRID3
* xyz 2 4
Mn 1.149 0.058 -0.736
S -1.072 3.561 3.183
C -1.808 4.196 4.588
C -2.489 3.242 5.276
C -2.414 1.970 4.664
C -1.675 1.961 3.511
C -1.384 0.835 2.630
C -0.539 1.001 1.517
N -0.219 0.027 0.679
C -0.763 -1.199 0.886
C -1.623 -1.476 1.958
C -2.144 -2.810 2.070
C -1.820 -3.768 1.175
C -0.943 -3.500 0.068
C -0.563 -4.450 -0.883
C 0.278 -4.091 -1.930
C 0.704 -2.749 -1.978
N 0.391 -1.833 -1.080
C -0.429 -2.204 -0.063
C 0.726 -5.032 -2.944
C 1.574 -4.819 -4.005
C 1.802 -5.976 -4.777
C 1.132 -7.061 -4.298
S 0.223 -6.691 -2.908
C -1.916 -0.432 2.840
H -1.701 5.243 4.819
H -3.030 3.441 6.189
H -2.898 1.096 5.077
H -0.126 1.976 1.284
H -2.813 -3.035 2.891
H -2.223 -4.768 1.271
H -0.924 -5.468 -0.804
H 1.318 -2.417 -2.806
H 2.026 -3.865 -4.241
H 2.435 -6.003 -5.651
H 1.127 -8.066 -4.690
H -2.574 -0.615 3.680
Te 3.261 -0.188 -2.227
Te 2.450 0.222 -4.807
Te 4.004 2.487 -4.825
Te 4.200 2.374 -2.080
S 0.465 2.012 -1.962
C -1.207 2.380 -2.118
N -1.554 3.424 -2.855
C -2.938 3.809 -3.146
C -3.851 2.608 -2.959
C -3.576 1.967 -1.608
N -2.150 1.652 -1.519
H -0.804 3.965 -3.254
H -2.984 4.157 -4.176
H -3.236 4.631 -2.492
H -3.655 1.876 -3.745
H -4.890 2.921 -3.026
H -4.142 1.044 -1.496
H -3.856 2.644 -0.797
H -1.842 0.832 -1.031
C 3.071 3.083 2.046
As 3.335 1.179 1.966
C 2.456 0.313 3.451
C 5.217 0.795 2.071
O 2.760 0.594 0.510
H 3.521 3.483 2.955
H 2.007 3.309 2.039
H 3.545 3.527 1.173
H 2.908 0.647 4.384
H 2.586 -0.762 3.348
H 1.396 0.561 3.452
H 5.615 1.181 3.009
H 5.727 1.271 1.235
H 5.367 -0.281 2.027
*
```

Energy relative to the best compared isomer or geometry (same formula, charge and spin): 0.777 eV
E_tot: -6993.58781 Eh
Gap between HOMO and LUMO (alpha / beta): 5.61 / 5.56 eV

=====

Entry 5:
Formula: C5H8O2
Source: OMol25
Level of theory: ωB97M-V with the def2-TZVPD basis set

Geometry as ORCA input:
```
! wB97M-V def2-TZVPD RIJCOSX def2/J DEFGRID3
* xyz 0 1
O -1.796 1.424 0.386
C -1.045 0.241 0.266
C -0.492 -0.047 -1.162
C 0.986 -0.190 -0.776
C 0.950 -1.078 0.480
C 0.315 0.221 0.992
O 1.175 0.967 0.091
H -1.225 2.132 0.694
H -1.691 -0.564 0.630
H -0.915 -0.944 -1.623
H -0.653 0.812 -1.818
H 1.741 -0.291 -1.558
H 0.344 -1.989 0.465
H 1.940 -1.255 0.902
H 0.364 0.560 2.030
*
```

Energy relative to the best compared isomer or geometry (same formula, charge and spin): 1.736 eV
E_tot: -345.74114 Eh
Gap between HOMO and LUMO: 10.74 eV

=====

Entry 6:
Formula: C5H7Cl
Source: OMol25
Level of theory: ωB97M-V with the def2-TZVPD basis set

Geometry as ORCA input:
```
! wB97M-V def2-TZVPD RIJCOSX def2/J DEFGRID3
* xyz 0 1
C 2.087 -1.300 0.230
C 1.431 -0.284 0.854
C 0.171 0.300 0.472
C -0.681 0.359 -0.565
C -2.060 0.894 -0.609
Cl 0.282 -0.307 -1.898
H 1.774 -1.336 -0.909
H 2.853 -1.940 0.819
H 1.546 -0.147 2.099
H -0.336 0.904 1.263
H -2.571 0.253 -1.178
H -2.383 0.737 0.635
H -2.114 1.866 -1.214
*
```

Energy relative to the best compared isomer or geometry (same formula, charge and spin): 3.436 eV
Structure (SMILES): C=C/C=C(/C)Cl
E_tot: -654.76424 Eh
Gap between HOMO and LUMO: 9.21 eV